Molecular formula: C33H26BNO7
Method: DFT, the ωB97M-V functional and the def2-TZVPD basis

Element x y z (Å)
O1 4.280 -0.073 2.537
O2 -0.201 3.412 1.571
O3 -2.004 -1.984 4.104
O4 3.971 1.982 3.596
O5 -3.701 -5.424 0.355
O6 2.689 0.483 -3.245
O7 -0.024 3.885 -6.380
N1 1.307 1.687 1.710
C1 -0.740 3.766 -3.672
C2 3.529 0.739 -5.903
C3 -4.366 -6.378 4.370
C4 0.287 2.482 2.177
C5 -3.347 -4.633 1.201
C6 -3.543 -4.915 2.653
C7 -3.261 -4.331 4.977
C8 -1.538 -0.926 0.097
C9 1.017 1.068 4.013
C10 -1.066 3.636 -2.333
C11 0.638 1.969 -2.066
C12 0.609 3.140 -5.663
C13 2.461 1.459 -5.381
C14 -1.701 -1.236 1.437
C15 1.832 0.751 2.715
C16 2.095 2.475 -7.537
C17 -3.086 -4.029 3.632
C18 3.159 1.753 -8.052
C19 -2.419 -2.750 3.259
C20 -4.186 -6.088 3.028
C21 1.745 2.335 -6.200
C22 0.978 2.098 -3.407
C23 3.878 0.888 -7.234
C24 -2.700 -3.341 0.828
C25 -3.899 -5.502 5.344
C26 2.096 1.274 -3.948
C27 0.282 2.996 -4.216
C28 -2.277 -2.442 1.808
C29 -0.124 1.977 3.540
C30 -1.948 -1.827 -0.880
C31 -2.529 -3.031 -0.516
C32 3.416 3.295 3.510
C33 -0.380 2.735 -1.524
B1 3.411 0.916 2.960
H1 1.196 1.258 -1.470
H2 4.021 -0.953 2.831
H3 -1.857 4.241 -1.910
H4 2.553 3.418 4.172
H5 1.289 1.412 0.740
H6 -4.871 -7.290 4.660
H7 -1.094 0.018 -0.193
H8 -0.976 1.324 3.308
H9 -1.816 -1.586 -1.926
H10 1.528 3.153 -8.160
H11 3.110 3.538 2.491
H12 -1.268 4.462 -4.309
H13 -0.436 2.768 4.221
H14 -4.037 -5.735 6.391
H15 -4.538 -6.761 2.260
H16 4.076 0.068 -5.255
H17 3.431 1.864 -9.093
H18 -2.895 -3.638 5.722
H19 1.663 1.586 4.724
H20 -2.857 -3.740 -1.263
H21 1.657 -0.293 2.419
H22 4.190 3.997 3.824
H23 -0.643 2.651 -0.478
H24 -1.384 -0.545 2.205
H25 4.712 0.329 -7.637
H26 0.606 0.162 4.460

Properties
Gap between HOMO and LUMO = 8.3 eV
HOMO energy = -9.50 eV

Atomic partial charges in e from the natural (NBO) method, atoms 1 to 2:
1. O -0.89
2. O -0.61



Molecular formula: C2H4NP
Method: DFT, the ωB97M-V functional and the def2-TZVPD basis

Element x y z (Å)
P1 1.232 0.577 0.100
N1 -0.381 0.372 -2.457
C1 0.079 -0.247 0.872
C2 -0.129 1.056 -1.515
H1 -0.017 -0.477 -2.832
H2 -0.408 0.006 1.781
H3 -0.125 -1.270 0.626
H4 1.093 1.605 1.032

Properties
Gap between HOMO and LUMO (spin up / spin down) = 7.4 / 8.4 eV
Multiplicity = 3
HOMO energy (spin up / spin down) = -6.36 / -10.15 eV

Atomic partial charges in e from the natural (NBO) method, atoms 1 to 2:
1. P 0.50
2. N -0.70



Molecular formula: C21H37N3O2S2
Method: DFT, the ωB97M-V functional and the def2-TZVPD basis

Element x y z (Å)
S1 4.098 -0.112 -0.496
S2 6.028 -2.416 0.230
O1 -3.310 0.583 3.893
O2 2.848 -0.864 -5.809
N1 4.265 -4.475 -3.468
N2 4.442 -2.625 -1.928
N3 -2.512 -0.372 3.401
C1 -2.974 -0.570 1.993
C2 -0.982 0.697 5.045
C3 3.246 -3.497 -3.906
C4 -0.988 2.667 0.354
C5 -1.143 1.183 1.018
C6 2.283 -0.487 -0.404
C7 3.416 -2.317 -2.898
C8 -2.347 2.229 -1.949
C9 4.859 -1.796 -0.807
C10 -0.102 0.236 0.244
C11 -2.208 3.093 -0.595
C12 -2.656 0.647 0.990
C13 -1.111 0.122 3.518
C14 -2.584 -2.028 1.375
C15 1.445 0.604 0.469
C16 4.948 -3.943 -2.340
C17 4.025 -0.286 -5.594
C18 -0.737 1.361 2.572
C19 -4.607 -0.621 2.081
C20 0.007 -1.069 3.461
C21 -1.540 2.951 -3.164
H1 -3.224 3.160 -0.058
H2 -3.220 -2.777 1.988
H3 -2.866 0.256 -0.070
H4 -1.516 0.020 5.788
H5 0.656 -1.059 4.412
H6 -4.956 -1.226 1.171
H7 0.353 1.644 2.747
H8 -0.030 2.792 -0.251
H9 -2.926 -2.147 0.294
H10 -1.368 1.785 5.067
H11 0.131 0.780 5.349
H12 -5.084 0.409 2.008
H13 -0.675 2.261 -3.458
H14 -1.109 3.966 -2.882
H15 -2.220 3.060 -4.088
H16 -1.493 -2.306 1.533
H17 -0.340 0.201 -0.888
H18 -3.461 2.299 -2.253
H19 -1.361 2.257 2.957
H20 -3.385 1.492 1.284
H21 1.821 -0.423 -1.462
H22 -0.232 -0.844 0.610
H23 -1.986 4.176 -0.937
H24 2.082 -1.552 -0.041
H25 -0.495 -2.110 3.459
H26 2.506 -3.574 -4.758
H27 2.744 -1.415 -3.044
H28 4.652 -0.046 -6.481
H29 4.757 -0.849 -4.970
H30 -2.036 1.140 -1.852
H31 -0.942 3.431 1.208
H32 5.796 -4.414 -1.754
H33 -4.936 -1.211 3.005
H34 1.778 0.577 1.562
H35 1.744 1.623 0.013
H36 4.020 0.699 -5.073
H37 0.715 -0.972 2.576

Properties
Net charge = -1
Gap between HOMO and LUMO (spin up / spin down) = 3.9 / 3.5 eV
Multiplicity = 2
HOMO energy (spin up / spin down) = -2.49 / -2.49 eV

Atomic partial charges in e from the natural (NBO) method, atoms 1 to 2:
1. S 0.26
2. S -0.04